ORCA calculation (wB97M-V/def2-TZVPD) on a 7-piece molecular cluster, C48H53F2N12O12 overall at a distorted geometry.

Last column: Mulliken charge in e.
Geometry (Å):
C 5.23837 3.97332 0.13806  -1.025
C 6.28438 3.99108 -1.14055  0.140
C 5.94694 2.67464 -2.09057  -0.654
N 5.40949 3.02367 -3.46080  -0.641
N 4.11682 3.51745 -3.42824  0.397
C 3.98243 5.05089 -3.53206  -0.783
C 3.45796 5.75605 -2.14807  0.041
F 2.27242 6.60720 -2.53757  -0.370
C 2.95628 2.79640 -3.31467  0.305
N 1.52760 3.37511 -3.23700  -0.507
C 0.54537 2.23654 -3.07377  0.223
C -1.08379 2.18737 -2.89841  -0.500
C -1.52303 1.14401 -1.66746  0.475
C -0.50606 0.74739 -0.41157  -0.561
N -2.78129 0.53529 -1.61007  -0.730
N 1.48527 1.05129 -3.08868  -0.189
N 2.84166 1.29083 -3.24250  0.318
C 3.86187 0.17705 -3.30698  0.282
C 3.20758 -1.01010 -4.28695  -1.055
F 4.02902 -0.46622 -1.95154  -0.307
H 4.27993 3.36128 -0.22554  0.228
H 5.65269 3.41943 1.08284  0.319
H 4.88988 5.09129 0.36949  0.209
H 6.29802 4.99633 -1.73934  0.117
H 7.37410 3.84499 -0.67634  0.171
H 5.30816 1.90119 -1.48767  0.218
H 7.00253 2.14864 -2.27510  0.363
H 6.05912 3.63161 -4.00990  0.376
H 5.01678 5.54381 -3.85053  0.355
H 3.24544 5.23589 -4.42560  0.435
H 3.03553 4.95499 -1.40597  0.112
H 4.28336 6.45720 -1.70266  0.231
H -1.66363 1.82700 -3.87558  0.334
H -1.48859 3.24200 -2.59297  0.349
H -1.08227 0.22396 0.48642  0.355
H 0.06985 1.66808 0.02812  0.313
H 0.31262 -0.04581 -0.75424  -0.124
H -2.85476 -0.06864 -0.75667  0.290
H 0.95085 0.14039 -2.96733  0.339
H 4.88137 0.46070 -3.80642  0.236
H 2.99982 -0.47778 -5.33510  0.373
H 4.00282 -1.85510 -4.46826  0.352
H 2.17450 -1.40245 -3.90228  0.274
C 3.14100 -4.22985 0.34108  -0.579
C 2.58811 -2.99149 0.01106  -0.209
C 1.56229 -2.45306 0.79027  0.173
C 1.09879 -3.16447 1.90554  -0.299
C 1.64676 -4.41142 2.23465  -0.419
C 2.67028 -4.94099 1.44620  -0.448
N 0.03820 -2.59212 2.74341  1.036
O -0.43396 -1.49552 2.40838  -0.589
O -0.32131 -3.23579 3.73965  -0.593
H 3.94455 -4.64302 -0.26622  0.389
H 2.95929 -2.44395 -0.85264  0.419
H 1.14198 -1.48683 0.51988  0.192
H 1.29317 -4.97653 3.09452  0.453
H 3.10427 -5.90685 1.69521  0.390
C 8.73841 5.97589 4.42623  -0.409
C 9.94592 5.36240 4.08903  -0.506
C 10.31984 5.24263 2.74917  -0.362
C 9.47519 5.74714 1.75078  -0.084
C 8.25880 6.35660 2.08606  0.044
C 7.89427 6.46805 3.42933  -0.830
N 9.87453 5.64709 0.34188  1.023
O 10.94909 5.08415 0.08476  -0.597
O 9.11682 6.13464 -0.50912  -0.588
H 8.45378 6.07200 5.47262  0.399
H 10.59778 4.97997 4.87158  0.403
H 11.26411 4.76198 2.50282  0.472
H 7.59143 6.74807 1.32113  0.591
H 6.95345 6.94223 3.69998  0.439
C -5.74350 -4.19879 -1.59650  -0.179
C -5.26049 -5.23285 -0.79304  0.269
C -3.95012 -5.19221 -0.31276  -0.756
C -3.12983 -4.10402 -0.64102  -0.054
C -3.60971 -3.06835 -1.45376  -0.205
C -4.92105 -3.12146 -1.93046  -0.776
N -1.75961 -4.04295 -0.11830  0.893
O -1.36587 -4.98777 0.58169  -0.578
O -1.07665 -3.04874 -0.40319  -0.431
H -6.76774 -4.23212 -1.96398  0.396
H -5.90707 -6.06987 -0.53833  0.084
H -3.58872 -6.00585 0.31233  0.433
H -2.98237 -2.22034 -1.72037  0.556
H -5.30385 -2.32087 -2.55956  0.390
C -11.14412 -9.25251 1.08399  -0.050
C -11.09385 -7.85773 1.09861  -0.176
C -10.01291 -7.19029 0.51939  -0.405
C -8.98534 -7.93285 -0.07851  -0.001
C -9.02948 -9.33336 -0.08780  -0.273
C -10.11423 -9.98975 0.49712  -0.873
N -7.85892 -7.23647 -0.71152  0.934
O -7.84673 -5.99733 -0.66580  -0.581
O -6.98719 -7.92685 -1.25880  -0.580
H -11.99176 -9.76831 1.53191  0.434
H -11.89960 -7.29015 1.55922  0.342
H -9.98857 -6.10292 0.53895  0.397
H -8.23641 -9.92219 -0.54397  0.424
H -10.15920 -11.07658 0.49234  0.368
C 10.19592 11.26484 -1.27032  -0.403
C 9.04450 11.82715 -0.71698  -0.432
C 8.67930 11.52428 0.59614  -0.382
C 9.48061 10.65667 1.35107  -0.015
C 10.63287 10.08471 0.79553  -0.152
C 10.98638 10.39288 -0.51966  -0.533
N 9.11592 10.35438 2.74035  1.038
O 8.07898 10.86504 3.18943  -0.599
O 9.86752 9.60963 3.38570  -0.576
H 10.47968 11.50841 -2.29274  0.379
H 8.43276 12.50468 -1.30882  0.376
H 7.77908 11.97074 1.01284  0.440
H 11.26115 9.40592 1.36847  0.481
H 11.88065 9.95636 -0.95895  0.384
C -17.19387 -6.91532 3.77824  -0.368
C -17.43060 -7.79996 2.72491  -0.477
C -16.40658 -8.62984 2.26440  -0.303
C -15.14483 -8.56851 2.87183  0.078
C -14.90225 -7.67588 3.92437  -0.163
C -15.93339 -6.84890 4.37438  -0.535
N -14.07145 -9.45636 2.40916  1.032
O -14.31993 -10.21854 1.46309  -0.579
O -12.98008 -9.39606 2.99338  -0.630
H -17.99704 -6.27423 4.13758  0.370
H -18.41523 -7.84487 2.26442  0.365
H -16.60711 -9.31385 1.44264  0.427
H -13.92643 -7.61439 4.40158  0.416
H -15.75590 -6.15476 5.19286  0.365

max |F| = 7.73 eV Å⁻¹
total charge = +1
highest occupied orbital energy = -0.4032 Ha
frontier orbital gap = 7.55 eV
E_tot = -3619.37652 Eh

***

ORCA calculation (wB97M-V/def2-TZVPD) on an isolated ion of composition C5H12NO and charge +1 at a distorted geometry.

Last column: natural (NBO) charge in e.
Geometry (Å):
C 0.47309 0.61642 -2.41209  0.110
N 0.08193 0.58488 -1.21928  -0.420
C 0.86483 1.26511 -0.17465  -0.242
C 0.42352 0.66135 1.13756  -0.450
C 0.36462 -0.95811 1.10238  -0.433
C -1.00634 -1.51357 0.74404  -0.092
O -1.79533 -0.57545 -0.07615  -0.768
H -0.11029 0.25978 -3.28530  0.242
H 1.56523 1.06684 -2.54725  0.219
H -0.89498 0.27615 -0.91871  0.475
H 0.54998 2.35248 -0.19710  0.243
H 1.91788 1.22884 -0.35575  0.230
H -0.32303 1.25088 1.55170  0.231
H 1.17409 0.81063 1.91572  0.253
H 1.17738 -1.14555 0.34245  0.202
H 0.70201 -1.60157 2.01495  0.264
H -1.61485 -1.47160 1.70721  0.196
H -0.83935 -2.61648 0.48273  0.220
H -2.71040 -0.49103 0.18756  0.521

max |F| = 3.84 eV Å⁻¹
total charge = +1
energy relative to the best compared isomer or geometry (same formula, charge and spin) = 45.1 kcal per mole
structure (SMILES) = C=[NH+]CCCCO
highest occupied orbital energy = -0.5442 Ha
frontier orbital gap = 10.50 eV
E_tot = -327.38774 Eh

***

ORCA calculation (wB97M-V/def2-TZVPD) on an isolated ion of composition C23H35N3O2 and charge +2 at a distorted geometry.

Last column: natural (NBO) charge in e.
Geometry (Å):
C 3.99177 -1.16536 2.51628  -0.625
C 3.28887 -0.28054 1.34785  -0.408
C 4.08441 -0.45508 -0.06753  -0.418
C 3.40272 0.39546 -1.24685  -0.407
C 2.10035 -0.27711 -1.90781  -0.417
C 2.16609 -1.87445 -2.07894  -0.411
C 1.22685 -2.69321 -1.05750  -0.417
C -0.33415 -2.34511 -1.17565  -0.413
C -1.30665 -3.65269 -1.01851  -0.419
C -1.83473 -3.85988 0.49361  -0.431
C -3.39155 -4.22905 0.59901  -0.426
C -4.38928 -3.03827 0.17828  -0.255
N -3.75856 -1.68529 0.15878  -0.304
C -3.54715 -0.94529 -1.08063  0.115
C -2.87860 0.47595 -1.11116  -0.197
C -2.41945 1.17036 0.22848  0.004
C -1.69940 2.57932 0.25965  0.027
C -0.51980 2.77869 -0.77304  -0.189
C 0.26033 4.10953 -0.77427  0.087
N -0.06056 5.18705 0.14544  -0.347
C 0.75589 6.46269 0.14548  0.063
O 2.13041 6.09433 0.50589  -0.371
N 2.10591 5.22304 1.57451  0.341
O 3.05052 4.50983 1.54540  -0.200
C -1.16166 5.06218 1.09243  0.129
C -2.03946 3.76247 1.20343  -0.197
C -2.70520 0.33106 1.53330  -0.193
C -3.37615 -1.06724 1.40411  0.102
H 5.13475 -1.13700 2.46911  0.228
H 3.59117 -2.23261 2.44673  0.209
H 3.69398 -0.73157 3.53878  0.215
H 2.17494 -0.49898 1.22068  0.183
H 3.48787 0.82086 1.65138  0.199
H 4.30146 -1.54740 -0.31977  0.214
H 5.11827 0.03377 0.12526  0.220
H 3.04485 1.38737 -0.76037  0.183
H 4.22314 0.68258 -1.98883  0.228
H 2.02034 0.15915 -2.98021  0.217
H 1.14584 0.09760 -1.36918  0.166
H 1.77536 -2.13333 -3.14016  0.210
H 3.26123 -2.21623 -2.07098  0.235
H 1.61741 -2.51532 0.00457  0.212
H 1.37305 -3.82259 -1.26991  0.222
H -0.66422 -1.61474 -0.33707  0.179
H -0.58159 -1.90991 -2.20717  0.208
H -2.16020 -3.58526 -1.78857  0.194
H -0.67824 -4.58088 -1.30835  0.239
H -1.50428 -2.97018 1.12992  0.198
H -1.25847 -4.77592 0.90698  0.252
H -3.60639 -5.20053 0.01093  0.261
H -3.59954 -4.49527 1.70593  0.233
H -5.21399 -3.00050 0.99074  0.252
H -4.92339 -3.31029 -0.80689  0.262
H -3.87577 -1.40830 -2.08159  0.282
H -2.74225 0.96793 -2.14164  0.280
H -0.28268 1.92517 -1.48992  0.285
H 1.13236 4.19719 -1.52244  0.293
H 0.72735 6.99594 -0.87321  0.267
H 0.36217 7.15495 0.96414  0.234
H -1.32868 5.98040 1.76242  0.278
H -2.89448 3.68241 1.94955  0.287
H -2.42935 0.68078 2.58047  0.280
H -3.58379 -1.65264 2.35861  0.274

max |F| = 4.42 eV Å⁻¹
total charge = +2
highest occupied orbital energy = -0.5355 Ha
frontier orbital gap = 6.29 eV
E_tot = -1211.12233 Eh

***

ORCA calculation (wB97M-V/def2-TZVPD) on C8H28MnP2S as an isolated structure at a distorted geometry.

Last column: natural (NBO) charge in e.
Geometry (Å):
Mn -0.02816 0.03790 -0.30897  0.577
H -2.86280 -0.47272 -0.89809  0.013
H -2.75857 0.27475 -0.83003  -0.008
P 0.36689 -2.24327 -0.79192  0.799
P 0.39789 2.25760 -0.76406  0.816
C 0.60973 3.19920 0.78625  -0.943
H 0.77144 4.25970 0.54632  0.243
H -0.28372 3.09683 1.41747  0.242
H 1.47736 2.81133 1.33694  0.241
C 1.80164 2.81373 -1.80000  -0.929
H 1.69937 2.40983 -2.81755  0.255
H 1.80656 3.91312 -1.83228  0.246
H 2.74430 2.45218 -1.36524  0.254
C -1.06390 3.04141 -1.54403  -0.939
H -1.93974 2.89171 -0.89846  0.240
H -0.88202 4.11594 -1.67757  0.239
H -1.25899 2.57077 -2.51786  0.250
C 1.86858 -2.84343 -1.66773  -0.927
H 1.86243 -3.94372 -1.75209  0.249
H 1.91318 -2.40697 -2.67835  0.252
H 2.76875 -2.53823 -1.11198  0.252
C 0.39988 -3.25506 0.75015  -0.938
H -0.55154 -3.16066 1.29462  0.235
H 0.57372 -4.31719 0.52208  0.242
H 1.21043 -2.89329 1.39822  0.250
C -0.97782 -3.04911 -1.75472  -0.938
H -1.06852 -2.55788 -2.73488  0.248
H -0.78513 -4.12133 -1.91127  0.241
H -1.93041 -2.93749 -1.21935  0.237
H 0.82294 0.00083 -1.74762  -0.030
H 1.42450 -0.01490 -1.07640  -0.100
C -1.79251 -0.85808 2.55008  -0.742
S -0.15917 -0.18483 2.18433  0.164
C 0.00597 1.01024 3.53534  -0.723
H -2.23231 -1.32265 1.66063  0.235
H -2.47478 -0.08283 2.92640  0.241
H -1.62405 -1.62330 3.31819  0.239
H -0.92418 1.56016 3.71883  0.233
H 0.25005 0.40201 4.41224  0.240
H 0.82270 1.70774 3.34237  0.246

max |F| = 2.35 eV Å⁻¹
total charge = +1
energy relative to the best compared isomer or geometry (same formula, charge and spin) = 0.0 kcal per mole
2S+1 = 5
highest occupied orbital energy (spin up / spin down) = -0.3637 / -0.3770 Ha
frontier orbital gap (spin up / spin down) = 7.26 / 7.66 eV
E_tot = -2553.15172 Eh

***

What did the fourth record say?
ORCA calculation (wB97M-V/def2-TZVPD) on C8H28MnP2S as an isolated structure at a distorted geometry.

Last column: natural (NBO) charge in e.
Geometry (Å):
Mn -0.02816 0.03790 -0.30897  0.577
H -2.86280 -0.47272 -0.89809  0.013
H -2.75857 0.27475 -0.83003  -0.008
P 0.36689 -2.24327 -0.79192  0.799
P 0.39789 2.25760 -0.76406  0.816
C 0.60973 3.19920 0.78625  -0.943
H 0.77144 4.25970 0.54632  0.243
H -0.28372 3.09683 1.41747  0.242
H 1.47736 2.81133 1.33694  0.241
C 1.80164 2.81373 -1.80000  -0.929
H 1.69937 2.40983 -2.81755  0.255
H 1.80656 3.91312 -1.83228  0.246
H 2.74430 2.45218 -1.36524  0.254
C -1.06390 3.04141 -1.54403  -0.939
H -1.93974 2.89171 -0.89846  0.240
H -0.88202 4.11594 -1.67757  0.239
H -1.25899 2.57077 -2.51786  0.250
C 1.86858 -2.84343 -1.66773  -0.927
H 1.86243 -3.94372 -1.75209  0.249
H 1.91318 -2.40697 -2.67835  0.252
H 2.76875 -2.53823 -1.11198  0.252
C 0.39988 -3.25506 0.75015  -0.938
H -0.55154 -3.16066 1.29462  0.235
H 0.57372 -4.31719 0.52208  0.242
H 1.21043 -2.89329 1.39822  0.250
C -0.97782 -3.04911 -1.75472  -0.938
H -1.06852 -2.55788 -2.73488  0.248
H -0.78513 -4.12133 -1.91127  0.241
H -1.93041 -2.93749 -1.21935  0.237
H 0.82294 0.00083 -1.74762  -0.030
H 1.42450 -0.01490 -1.07640  -0.100
C -1.79251 -0.85808 2.55008  -0.742
S -0.15917 -0.18483 2.18433  0.164
C 0.00597 1.01024 3.53534  -0.723
H -2.23231 -1.32265 1.66063  0.235
H -2.47478 -0.08283 2.92640  0.241
H -1.62405 -1.62330 3.31819  0.239
H -0.92418 1.56016 3.71883  0.233
H 0.25005 0.40201 4.41224  0.240
H 0.82270 1.70774 3.34237  0.246

max |F| = 2.35 eV Å⁻¹
total charge = +1
energy relative to the best compared isomer or geometry (same formula, charge and spin) = 0.0 kcal per mole
2S+1 = 5
highest occupied orbital energy (spin up / spin down) = -0.3637 / -0.3770 Ha
frontier orbital gap (spin up / spin down) = 7.26 / 7.66 eV
E_tot = -2553.15172 Eh